1.
Below is a cluster of 2 separate species, C33H29F6N3O2 in total at a distorted geometry, with properties calculated with wB97M-V/def2-TZVPD.

Last column: Mulliken charge in e.
Cartesian coordinates (Å):
C 0.50961 -4.63275 0.36199  -1.068
C -0.38137 -3.41266 0.23865  0.546
N -1.55912 -3.35649 0.89736  -0.414
C -2.84767 -3.51880 0.55224  0.772
C -3.56140 -4.84913 0.40219  -1.103
O -3.61466 -2.52771 0.37235  -0.748
O 0.09826 -2.46262 -0.42206  -0.628
H -0.06015 -5.55790 0.42883  0.294
H 1.17209 -4.65814 -0.51081  0.328
H 1.15559 -4.54963 1.24481  0.212
H -2.88210 -5.69570 0.38557  0.295
H -4.29592 -4.97909 1.21111  0.260
H -4.14596 -4.82369 -0.52670  0.306
F -2.60954 5.44026 -4.70979  -0.284
C -2.81266 4.10897 -4.51116  1.001
F -3.43576 3.95539 -3.29267  -0.270
F -3.69408 3.66734 -5.46829  -0.243
C -1.56132 3.28364 -4.54862  -0.984
N -1.92769 1.89714 -4.26409  0.656
C -1.92543 1.00722 -5.36630  -0.873
C -0.70807 0.49489 -5.83933  0.070
C -0.70043 -0.35339 -6.94591  -0.786
C -1.90129 -0.65569 -7.59550  -0.345
C -3.10635 -0.09263 -7.16403  -0.826
C -3.12098 0.73134 -6.03861  0.031
C -1.89204 1.41991 -2.97942  1.841
C -2.49020 0.16541 -2.69448  -0.500
C -2.35039 -0.38597 -1.45140  -1.117
C -1.54503 0.21984 -0.45789  0.422
C -1.41247 -0.42441 0.78422  -0.575
C -0.43005 -0.09030 1.74067  0.951
C -0.75032 -0.09716 3.11930  -1.236
C 0.15751 0.29462 4.07286  -0.916
C 1.48493 0.56836 3.68923  1.624
N 2.46611 0.83811 4.60824  0.648
C 2.16677 1.27247 5.97041  -0.977
C 2.11485 2.77399 5.96458  0.980
F 1.77059 3.32809 7.15645  -0.284
F 3.34782 3.26878 5.60696  -0.247
F 1.22068 3.21127 5.01675  -0.267
C 3.78575 0.39524 4.37481  -0.830
C 4.70263 1.25978 3.76903  0.096
C 6.00485 0.82197 3.55017  -0.855
C 6.36748 -0.47409 3.93325  -0.363
C 5.45583 -1.32352 4.57438  -0.791
C 4.16254 -0.87643 4.82517  0.024
C 1.83928 0.55047 2.32105  -0.520
C 0.89533 0.27128 1.35752  -1.030
C -1.01921 1.51467 -0.72954  -0.952
C -1.22345 2.11378 -1.94836  -0.989
H -1.13523 3.32314 -5.55732  0.357
H -0.89374 3.68970 -3.78648  0.345
H 0.20386 0.76618 -5.30461  0.412
H 0.24813 -0.75742 -7.30394  0.372
H -1.89882 -1.33220 -8.45277  0.381
H -4.03679 -0.27930 -7.69997  0.377
H -4.03868 1.17859 -5.65848  0.461
H -3.05227 -0.36392 -3.46501  0.496
H -2.84024 -1.32069 -1.18415  0.426
H -2.18337 -1.16618 1.02475  0.677
H -1.75221 -0.39200 3.41610  0.500
H -0.12571 0.35657 5.12012  0.258
H 1.19719 0.90455 6.31354  0.364
H 3.00772 0.96758 6.60551  0.368
H 4.36496 2.26374 3.50815  0.480
H 6.72211 1.50809 3.10033  0.380
H 7.37986 -0.82435 3.73848  0.383
H 5.74265 -2.32231 4.90328  0.381
H 3.41337 -1.47372 5.35202  0.429
H 2.87004 0.79204 2.04874  0.408
H 1.17196 0.25964 0.30492  0.574
H -0.47342 2.04828 0.04692  0.564
H -0.80477 3.09771 -2.13526  0.273

Forces on atoms 1 to 6 (eV/Å):
0.348 -0.163 -0.155
0.209 0.809 -0.320
-0.112 -0.652 -0.226
-0.653 1.988 -0.374
0.059 -0.322 -0.225
0.593 -0.942 0.542

The relative energy (zero: lowest compared OMol25 entry of this formula, charge and spin) comes out at 249.2 kJ/mol. The calculation puts the LUMO energy at -1.33 eV. The calculation puts the total energy at -59560.317 eV. The calculation puts the HOMO energy at -6.904 eV.

=====

2.
Below is a structure of composition C33H30AlF9N6O2PS at a distorted geometry, with properties calculated with wB97M-V/def2-TZVPD.

Last column: natural (NBO) charge in e.
Cartesian coordinates (Å):
Al -0.27312 0.19231 0.96483  1.763
N -2.42229 7.98283 0.89196  -0.714
C -2.20892 6.66786 0.96440  0.277
C -1.28967 6.02578 0.09483  -0.281
C -1.06650 4.68235 0.17930  -0.058
C -1.77763 3.93004 1.12593  -0.504
C -2.69057 4.53597 2.00830  -0.099
C -2.90040 5.88163 1.92113  -0.273
S -1.42370 2.28739 1.41308  2.233
O -1.52496 1.30427 0.20780  -1.053
O -2.24138 1.72632 2.46569  -0.933
N 0.17914 1.95441 1.68914  -1.050
C 0.37129 1.51590 3.00398  0.562
N 0.68051 2.29295 4.01059  -0.402
C 0.77196 1.71509 5.20727  0.160
C 0.52853 0.35488 5.39312  -0.277
C 0.22013 -0.39136 4.27849  0.099
N 0.14483 0.18124 3.06665  -0.636
H -1.92346 8.56655 0.24256  0.419
H -3.05091 8.43619 1.53238  0.418
H -0.74620 6.61755 -0.63014  0.241
H -0.35469 4.20217 -0.48006  0.227
H -3.21355 3.93584 2.73912  0.252
H -3.59136 6.36137 2.60210  0.243
H 1.04522 2.36645 6.02905  0.245
H 0.58014 -0.09985 6.37131  0.271
H 0.03524 -1.45766 4.34555  0.220
F 6.92593 1.14276 -3.57646  -0.303
C 6.73138 1.12808 -2.25339  0.968
F 7.04643 2.32995 -1.76403  -0.304
F 7.56551 0.22383 -1.71895  -0.303
C 5.30103 0.75575 -1.92602  -0.070
C 4.68885 -0.25200 -2.66517  -0.180
C 3.39673 -0.63553 -2.36121  -0.124
C 2.72832 -0.00364 -1.31326  -0.414
C 3.33819 1.01055 -0.58008  -0.123
C 4.63520 1.38993 -0.88987  -0.182
P 1.08013 -0.58875 -0.86201  0.868
C 1.34719 -2.26670 -0.19494  -0.282
C 1.64978 -2.32661 1.16993  -0.253
C 1.82629 -3.54085 1.80782  -0.168
C 1.67311 -4.71089 1.07444  -0.097
C 1.46289 -4.66865 -0.29509  -0.156
C 1.32634 -3.44432 -0.93641  -0.212
C 1.59548 -6.01979 1.82594  0.972
F 0.34783 -6.08801 2.37998  -0.333
F 2.47410 -6.08364 2.82104  -0.294
F 1.74353 -7.07465 1.03730  -0.291
C 0.12586 -0.73523 -2.39043  -0.402
C 0.26860 0.25912 -3.35581  -0.107
C -0.51456 0.23734 -4.50070  -0.170
C -1.43887 -0.77945 -4.67197  -0.081
C -1.57823 -1.78542 -3.72210  -0.171
C -0.80639 -1.75719 -2.57598  -0.217
C -2.35388 -0.82385 -5.87635  0.969
F -3.63510 -0.90776 -5.45588  -0.320
F -2.10691 -1.90238 -6.62378  -0.299
F -2.23540 0.26212 -6.63282  -0.296
H 5.22145 -0.72811 -3.47771  0.261
H 2.91967 -1.41791 -2.93945  0.221
H 2.79854 1.50101 0.22223  0.216
H 5.12526 2.17840 -0.33535  0.258
H 1.81898 -1.40089 1.71004  0.220
H 2.09827 -3.59500 2.85473  0.253
H 1.40319 -5.58819 -0.86252  0.262
H 1.18661 -3.41145 -2.00947  0.239
H 0.99786 1.04835 -3.21854  0.231
H -0.40405 1.01011 -5.24890  0.263
H -2.28495 -2.58607 -3.89865  0.242
H -0.89621 -2.55062 -1.84456  0.208
N -4.94395 -3.05785 0.39963  -0.663
C -3.92591 -2.46808 1.33138  -0.240
C -2.85305 -1.66364 0.58452  -0.245
N -1.82331 -1.15485 1.51386  -0.889
H -5.61326 -3.63034 0.92225  0.469
H -4.51272 -3.66324 -0.30252  0.451
H -5.48139 -2.34047 -0.09424  0.457
H -3.47076 -3.29224 1.88066  0.239
H -4.45402 -1.83045 2.03954  0.247
H -3.28900 -0.79637 0.08537  0.247
H -2.37009 -2.28193 -0.17350  0.221
H -1.45335 -1.90746 2.09328  0.416
H -2.26080 -0.48530 2.15585  0.442

Forces on atoms 1 to 6 (eV/Å):
0.286 -0.290 0.323
0.033 -0.012 0.017
-0.051 -0.187 0.088
0.117 0.037 -0.103
0.028 0.015 -0.076
0.134 -0.735 0.068

The total charge is +3. The relative energy (zero: lowest compared OMol25 entry of this formula, charge and spin) comes out at 65.0 kJ/mol. The calculation puts the LUMO energy at -8.00 eV. The calculation puts the total energy at -98901.795 eV. The calculation puts the HOMO energy at -15.214 eV.

=====

The lowest relative energy (zero: lowest compared OMol25 entry of this formula, charge and spin) belongs to which entry?
C33H30AlF9N6O2PS